Here is a molecular structure, C2H4ClFS2 at a distorted geometry from OMol25. Energies are from ωB97M-V/def2-TZVPD.

Each line ends with the natural charge from an NBO analysis.
CARTESIAN COORDINATES (ANGSTROEM)
H -2.29979 0.61588 -0.90704  0.20
H 2.31302 -1.68270 -0.33769  0.10
S 0.31176 0.38774 -0.51330  0.08
C -1.97789 0.12536 0.01381  0.01
F -3.04889 -0.43162 0.63322  -0.33
H 2.16082 1.46747 0.51577  0.22
Cl -0.80216 -1.13079 -0.42559  0.23
H -1.48571 0.82165 0.69294  0.22
S 3.02804 -0.69590 0.22515  0.05
C 1.80080 0.52289 0.10274  -0.77

The value obtained for the HOMO energy is -6.152 eV. Its multiplicity is 1. As for the strongest force on any atom: 12.75 eV Å⁻¹.